[1]
Below is a 12-piece molecular cluster, C60H154ClN11O4 overall, with properties calculated with ωB97M-V with the def2-TZVPD basis set.

```
! RIJCOSX wB97M-V def2-TZVPD def2/J DEFGRID3
* xyz 0 1
N 3.25076 -1.38158 0.84882
H 3.52682 -2.11559 0.21232
H 3.94324 -0.65156 0.76143
H 3.06490 -1.70668 1.78683
H 2.36499 -1.03021 0.51409
Cl -0.30424 -0.33858 0.08943
O -1.27146 0.49227 0.76376
O -0.08110 -1.53119 0.87405
O -0.78102 -0.70146 -1.26689
O 0.92829 0.40046 -0.07912
C 5.46382 -2.11275 3.20729
C 4.38419 -1.81221 4.21535
N 3.08000 -2.22473 3.63475
C 1.91464 -1.42295 4.11984
C 1.97543 0.05567 3.76207
C 2.81403 -3.62268 3.98526
C 1.66504 -4.28138 3.20944
H 6.40846 -1.73488 3.59842
H 5.31735 -1.61114 2.25072
H 5.57291 -3.15018 2.89115
H 4.50645 -2.24999 5.20606
H 4.36301 -0.75638 4.48529
H 1.75583 -1.64601 5.17488
H 1.09579 -1.84242 3.53533
H 2.41335 0.29151 2.79217
H 2.52953 0.63294 4.50223
H 0.95522 0.42305 3.65115
H 3.71357 -4.12020 3.62276
H 2.70713 -3.79207 5.05670
H 1.79962 -4.18706 2.13190
H 1.71349 -5.33625 3.47966
H 0.68454 -3.93214 3.53310
C -4.23247 -0.30763 -0.39629
C -4.38416 -1.03453 -1.75120
N -5.36045 -0.26375 -2.62559
C -5.04471 1.14846 -2.89347
C -3.66380 1.14813 -3.57110
C -6.76993 -0.48108 -2.23438
C -7.79934 0.19498 -3.09875
H -3.51587 -0.87733 0.19534
H -5.22658 -0.28887 0.05035
H -3.82198 0.70201 -0.41134
H -3.41879 -1.08710 -2.25457
H -4.77285 -2.04516 -1.62604
H -5.79638 1.62505 -3.52273
H -4.92852 1.67447 -1.94589
H -3.71563 0.65475 -4.54166
H -3.35972 2.16777 -3.80767
H -2.77318 0.81436 -3.03868
H -6.85150 -0.16114 -1.19559
H -6.96662 -1.55244 -2.27429
H -7.97798 1.25935 -2.94606
H -8.71689 -0.34790 -2.87189
H -7.60731 0.07149 -4.16458
C -3.60321 -0.66904 3.04449
C -3.99676 0.77257 3.46589
N -3.28711 1.20296 4.73148
C -1.85800 1.33192 4.52038
C -1.08004 1.32146 5.88416
C -3.97954 2.34577 5.43976
C -3.69547 3.75914 4.89130
H -4.32387 -1.04458 2.31804
H -3.63660 -1.32877 3.91151
H -2.57115 -0.73470 2.70006
H -3.74913 1.49729 2.69028
H -5.06106 0.83273 3.69339
H -1.47242 0.54782 3.86875
H -1.72150 2.24482 3.94067
H -1.39487 2.19757 6.45110
H -1.30473 0.39332 6.40967
H -0.01754 1.34110 5.64161
H -3.78720 2.19026 6.50133
H -5.05004 2.14140 5.42017
H -4.23606 3.88664 3.95343
H -2.65198 4.03599 4.74112
H -3.99902 4.50296 5.62798
C -3.20961 3.56457 -0.34431
C -2.32152 4.78320 -0.52225
N -2.86511 5.89615 0.25234
C -2.23192 7.13886 -0.14952
C -2.51401 7.59222 -1.65882
C -2.79376 5.73402 1.67252
C -3.85763 6.58605 2.39011
H -2.94468 2.88053 -1.15056
H -4.25745 3.83846 -0.46725
H -2.95377 3.02202 0.56578
H -1.29495 4.60907 -0.19986
H -2.29163 4.99818 -1.59042
H -2.61577 7.99760 0.40123
H -1.16245 6.94856 -0.05948
H -3.58681 7.73049 -1.79341
H -1.97829 8.50384 -1.92352
H -2.25156 6.85618 -2.41872
H -1.78627 5.93597 2.03620
H -3.08834 4.71496 1.92320
H -4.86287 6.45764 1.98869
H -3.61283 7.64821 2.38864
H -3.93547 6.19294 3.40377
C -2.19424 -2.26706 -7.36634
C -2.95996 -2.93163 -6.21530
N -2.24126 -4.06891 -5.69213
C -0.98551 -3.73456 -5.06998
C -1.07803 -2.75853 -3.91377
C -3.08705 -4.85064 -4.76431
C -2.48505 -6.23108 -4.38962
H -1.15347 -1.98856 -7.20102
H -2.78312 -1.40750 -7.68650
H -2.23443 -3.03000 -8.14378
H -3.20667 -2.24579 -5.40483
H -3.89288 -3.35313 -6.58958
H -0.37875 -3.26475 -5.84407
H -0.40472 -4.61252 -4.78723
H -1.41638 -1.79430 -4.29307
H -0.10852 -2.48251 -3.49909
H -1.71763 -3.13969 -3.11770
H -3.40787 -4.25040 -3.91292
H -4.01808 -5.06277 -5.28994
H -1.54980 -6.22262 -3.82985
H -3.13888 -6.77011 -3.70400
H -2.33017 -6.83139 -5.28612
C -2.29056 -4.08990 2.91200
C -2.76006 -5.16686 1.88368
N -1.62018 -5.90629 1.33308
C -0.67832 -5.09121 0.52268
C -1.34838 -4.38965 -0.70141
C -0.86875 -6.75309 2.27606
C -1.65638 -7.85072 2.88526
H -1.64694 -4.53674 3.66976
H -3.17038 -3.56611 3.28569
H -1.70315 -3.31224 2.42383
H -3.28616 -5.94528 2.43629
H -3.32648 -4.76704 1.04262
H -0.27600 -4.38006 1.24415
H 0.15344 -5.71453 0.19443
H -0.52731 -3.83005 -1.14952
H -1.74986 -5.12502 -1.39864
H -2.16030 -3.72520 -0.40575
H -0.20825 -6.21132 2.95307
H -0.19691 -7.29279 1.60863
H -0.98485 -8.45407 3.49610
H -2.08723 -8.52473 2.14486
H -2.38606 -7.49054 3.61048
C 0.93972 6.98142 2.43915
C 1.29523 5.93075 3.53906
N 2.18811 4.85203 3.05701
C 1.71082 4.18780 1.82021
C 0.33464 3.39939 1.97341
C 2.43857 3.83555 4.11700
C 3.17634 4.40588 5.27513
H 0.20989 6.70454 1.67837
H 1.84686 7.24033 1.89311
H 0.47686 7.88186 2.84299
H 1.74506 6.53686 4.32543
H 0.38279 5.42191 3.84992
H 1.59232 4.97340 1.07396
H 2.52908 3.54230 1.50106
H -0.50417 4.06104 2.18955
H -0.03539 2.96984 1.04246
H 0.38194 2.61370 2.72744
H 3.03093 3.01044 3.72149
H 1.53908 3.42595 4.57662
H 2.54307 5.15164 5.75567
H 4.11833 4.89855 5.03419
H 3.38687 3.60432 5.98313
C 4.98863 2.85274 -0.78690
C 4.33501 1.55855 -0.26721
N 5.25838 0.55599 0.29786
C 6.01071 -0.05572 -0.81632
C 6.97228 -1.13279 -0.36567
C 6.10595 1.12166 1.33085
C 5.29784 1.59332 2.55899
H 5.42799 3.49227 -0.02137
H 4.28746 3.49079 -1.32482
H 5.75214 2.58154 -1.51602
H 3.61932 1.80196 0.51806
H 3.63138 1.13451 -0.98360
H 5.32374 -0.35525 -1.60781
H 6.65401 0.70972 -1.25034
H 6.51224 -1.89900 0.25833
H 7.43492 -1.66220 -1.19862
H 7.75920 -0.74301 0.28003
H 6.75212 1.94639 1.03021
H 6.79812 0.37963 1.72884
H 4.74095 2.50333 2.33566
H 5.91891 1.69235 3.44926
H 4.58052 0.81389 2.81598
C 2.52207 3.47148 -5.77793
C 2.06847 2.08467 -5.34415
N 0.85534 2.13203 -4.55625
C 1.04377 2.45635 -3.17160
C -0.19478 3.04149 -2.47001
C 0.06521 0.88981 -4.69012
C -0.97332 1.02111 -5.87715
H 1.64790 3.90220 -6.26619
H 3.33222 3.32865 -6.49302
H 2.75890 4.09616 -4.91666
H 1.87848 1.41793 -6.18526
H 2.82628 1.57525 -4.74892
H 1.73830 3.29458 -3.22703
H 1.53705 1.72973 -2.52598
H -0.90362 2.22135 -2.35597
H -0.69774 3.74542 -3.13303
H 0.01196 3.59501 -1.55405
H 0.70911 0.01467 -4.77744
H -0.48355 0.68785 -3.77024
H -1.40531 1.99903 -6.08965
H -0.49982 0.71637 -6.81044
H -1.76024 0.28241 -5.72491
C 4.22419 -4.90368 0.33887
C 4.41930 -4.20208 -1.00926
N 3.46125 -3.18259 -1.34444
C 3.80264 -2.51484 -2.62238
C 2.92315 -1.21888 -2.83604
C 2.08134 -3.74191 -1.35198
C 1.76319 -4.81757 -2.41972
H 5.13926 -5.46501 0.52764
H 3.37428 -5.58593 0.32188
H 4.06510 -4.10554 1.06396
H 5.42741 -3.79224 -0.94731
H 4.43298 -4.91742 -1.83157
H 4.80567 -2.08905 -2.64938
H 3.76197 -3.23122 -3.44289
H 3.18948 -0.47944 -2.08080
H 3.15464 -0.79491 -3.81315
H 1.84026 -1.33643 -2.87654
H 1.39962 -2.90793 -1.51878
H 1.75104 -4.13414 -0.39012
H 0.82729 -5.32268 -2.18089
H 2.54465 -5.57743 -2.41403
H 1.72149 -4.38679 -3.42012
*
```

## Properties
LUMO level ... 0.34 eV
Strongest force on any atom ... 2.7 eV/Å
Gap between HOMO and LUMO ... 7.62 eV
DFT total energy ... -3741.47734 a.u.

These are the Mulliken partial charges, in e, on atoms 1 to 5: number 1, N, carries 4.154; number 2, H, carries 0.038; number 3, H, carries -0.641; number 4, H, carries -0.601; number 5, H, carries -0.644

[2]
Below is C18H16Cl2N6O2SSe2Zn as an isolated structure, with properties calculated with ωB97M-V with the def2-TZVPD basis set.

```
! RIJCOSX wB97M-V def2-TZVPD def2/J DEFGRID3
* xyz 0 1
Zn -0.66770 0.17910 -0.16700
C 0.40440 0.05510 4.59580
O 1.51400 0.08140 3.70700
C 1.22330 -0.07380 2.40660
O 0.09490 -0.22060 1.98220
N 2.36600 -0.09800 1.69130
N 2.35020 -0.12930 0.29320
H 0.82730 0.12970 5.59400
H -0.14890 -0.87870 4.47940
H -0.25840 0.89960 4.39800
H 3.20370 0.19700 2.18650
H 3.11260 -0.71550 -0.03830
H 2.44480 0.81180 -0.09620
Cl 0.66870 0.22500 -2.54410
C 0.30610 1.88370 -2.85900
C 0.09420 2.26560 -4.17110
C -0.15350 3.59320 -4.46480
C -0.17970 4.52920 -3.44640
C -0.00470 4.12880 -2.13570
Cl -0.09620 5.31060 -0.89120
C 0.22920 2.78810 -1.79530
S 0.42840 2.33080 -0.12380
H 0.12620 1.52100 -4.95180
H -0.32870 3.89580 -5.48560
H -0.34870 5.57340 -3.66090
Se -3.47030 -2.47620 1.59810
N -2.64880 -3.99870 1.31090
C -1.51290 -3.75890 0.66080
C -0.53700 -4.67560 0.23300
C 0.55450 -4.16840 -0.43240
C 0.66190 -2.79300 -0.69370
N -0.22180 -1.91070 -0.29280
C -1.27720 -2.36820 0.38400
N -2.21130 -1.53970 0.82520
H -0.65600 -5.72930 0.42970
H 1.33240 -4.82700 -0.78580
H 1.49800 -2.40060 -1.25270
Se -2.66320 0.22720 -1.78970
C -4.25260 -0.05980 -0.79260
C -4.39120 0.36080 0.52740
C -5.57510 0.07010 1.18700
N -6.59000 -0.57730 0.63300
C -6.46360 -0.94220 -0.63390
C -5.32760 -0.71560 -1.39010
H -3.59060 0.89720 1.01840
H -5.73000 0.38250 2.21280
H -7.32240 -1.44160 -1.06190
H -5.26140 -1.03030 -2.42270
*
```

## Properties
LUMO level ... -1.77 eV
Energy above the lowest of the compared OMol25 structures with the same formula, charge and spin ... 54.0 kJ/mol
Strongest force on any atom ... 1.9 eV/Å
Gap between HOMO and LUMO ... 5.39 eV
DFT total energy ... -9075.33218 a.u.

These are the Mulliken partial charges, in e, on atoms 1 to 5: number 1, Zn, carries 0.890; number 2, C, carries -0.631; number 3, O, carries -0.447; number 4, C, carries 0.671; number 5, O, carries -0.552

[3]
Below is C46H71N7O2ScSe as an isolated structure, with properties calculated with ωB97M-V with the def2-TZVPD basis set.

```
! RIJCOSX wB97M-V def2-TZVPD def2/J DEFGRID3
* xyz 1 1
Sc -0.04993 -0.55186 -0.47567
C -1.70311 0.78662 1.93658
C -2.46611 1.21154 0.69520
N -2.34436 0.19270 -0.35981
C -3.24341 -0.96117 -0.24469
C -2.67294 -2.06356 0.60662
C -3.48705 -2.96598 1.26896
C -2.89620 -3.98138 2.00416
C -1.51573 -4.05571 2.07019
C -0.76803 -3.11354 1.38250
C 0.74077 -3.13553 1.38161
N 1.29516 -1.83940 0.99437
C 1.61767 -0.93296 2.11482
C 0.37254 -0.26342 2.66315
N -0.30524 0.49038 1.59444
N -1.33926 -2.14751 0.66038
H -2.15444 -0.11555 2.35717
H -1.77775 1.55889 2.70970
H -2.03314 2.13340 0.29966
H -3.51316 1.41331 0.94588
H -2.53383 0.62530 -1.25727
H -3.38000 -1.36585 -1.25105
H -4.22939 -0.67208 0.13395
H -4.56266 -2.86873 1.21077
H -3.50885 -4.70033 2.53172
H -1.02143 -4.82473 2.64838
H 1.06545 -3.88078 0.65099
H 1.10976 -3.46539 2.35826
H 2.14068 -1.96649 0.44930
H 2.28778 -0.16791 1.72001
H 2.14477 -1.46564 2.91359
H 0.64312 0.39204 3.49721
H -0.31934 -1.01482 3.05315
H 0.22134 1.38923 1.49761
C 3.74124 4.55738 -4.91285
C 3.96735 3.07453 -5.23743
C 3.22285 2.71806 -6.53181
C 5.46275 2.85535 -5.46666
C 3.42772 2.21563 -4.09545
C 2.08562 2.29412 -3.74194
C 1.58916 1.50874 -2.72293
Se -0.26556 1.64628 -2.28446
C -1.04484 0.44488 -3.57444
C -1.48623 0.97208 -4.77729
C -2.00399 0.14747 -5.76529
C -2.05936 -1.21619 -5.48745
C -1.63082 -1.78961 -4.29207
C -1.11270 -0.93430 -3.29986
O -0.68844 -1.40003 -2.12531
C -1.67821 -3.30496 -4.06944
C -0.25002 -3.84336 -3.88744
C -2.52090 -3.64490 -2.82970
C -2.30115 -4.03927 -5.25915
C -2.46669 0.75063 -7.09141
C -1.28833 1.47505 -7.75793
C -2.98463 -0.31256 -8.06006
C -3.59663 1.75556 -6.82888
C 2.38270 0.61125 -1.98060
O 1.82065 -0.08382 -0.98666
C 3.74101 0.51054 -2.33379
C 4.20506 1.32450 -3.37342
C 4.78859 -0.42004 -1.69742
C 5.41709 -1.29821 -2.79242
C 4.25431 -1.37577 -0.62800
C 5.88280 0.43247 -1.03731
H 4.11448 5.18340 -5.72586
H 4.26552 4.83726 -3.99690
H 2.68235 4.78308 -4.77769
H 3.59094 3.32678 -7.36029
H 2.14952 2.89286 -6.43939
H 3.37060 1.66677 -6.78607
H 5.80123 3.49059 -6.28651
H 5.68336 1.82100 -5.73806
H 6.05014 3.11521 -4.58339
H 1.41457 2.96495 -4.26476
H -1.41120 2.04103 -4.93775
H -2.45438 -1.87178 -6.24750
H 0.24650 -3.37008 -3.04266
H 0.34372 -3.65694 -4.78440
H -0.27761 -4.92290 -3.71975
H -2.07703 -3.22630 -1.92791
H -2.58470 -4.72912 -2.71100
H -3.53950 -3.26240 -2.94098
H -1.72889 -3.88870 -6.17610
H -3.33200 -3.72637 -5.43799
H -2.31072 -5.11033 -5.05113
H -0.46598 0.78306 -7.94910
H -0.90791 2.28508 -7.13335
H -1.60112 1.90819 -8.71025
H -2.21226 -1.04277 -8.30968
H -3.29935 0.16578 -8.98868
H -3.84704 -0.84550 -7.65449
H -3.27182 2.56280 -6.17034
H -4.45253 1.26300 -6.36322
H -3.92961 2.20424 -7.76704
H 5.25159 1.24596 -3.63069
H 4.65300 -1.90240 -3.28532
H 6.15530 -1.97152 -2.35118
H 5.92330 -0.71042 -3.55694
H 3.48273 -2.02630 -1.04520
H 3.85462 -0.82852 0.22580
H 5.07694 -2.00267 -0.27691
H 6.36982 1.09525 -1.75260
H 6.64989 -0.20962 -0.59828
H 5.45847 1.05046 -0.24245
C 0.97926 5.09340 4.97122
C -0.17088 4.90700 4.00589
N 0.11484 3.75181 3.16315
C 1.37056 3.56751 2.59688
N 1.43563 2.78861 1.56705
C 2.73465 2.58128 0.93593
C 3.88182 2.71012 1.92217
C 3.75604 4.03561 2.64358
N 2.42652 4.16442 3.22278
C 2.25742 5.25482 4.17494
H 1.05510 4.22346 5.62646
H 0.81646 5.97399 5.59197
H -0.30627 5.81926 3.41181
H -1.10206 4.71747 4.53933
H -0.59523 3.55031 2.47651
H 2.86524 3.29877 0.11704
H 2.73826 1.59700 0.46553
H 4.84499 2.65409 1.41420
H 3.84162 1.89573 2.65233
H 3.95162 4.86443 1.95192
H 4.48037 4.11186 3.45650
H 2.25635 6.21949 3.65071
H 3.12508 5.25040 4.83626
*
```

## Properties
LUMO level ... -2.20 eV
Energy above the lowest of the compared OMol25 structures with the same formula, charge and spin ... 13.4 kJ/mol
Strongest force on any atom ... 0.2 eV/Å
Gap between HOMO and LUMO ... 7.43 eV
DFT total energy ... -5491.46427 a.u.

These are the Mulliken partial charges, in e, on atoms 1 to 5: number 1, Sc, carries -0.918; number 2, C, carries -1.116; number 3, C, carries -0.922; number 4, N, carries 0.101; number 5, C, carries -1.521